58
Properties=species:S:1:pos:R:3:lowdin_charge:R:1 method="wB97M-V/def2-TZVPD" de_lowest_kj_mol=0.0 e_tot_ha=-6097.2083 multiplicity=1 e_lumo_ev=-4.144 total_charge=+1
O -4.70 -2.02 1.46 -0.0345
P -5.54 -0.81 0.99 0.9326
F -5.98 -0.08 2.26 -0.0066
C -4.62 0.26 -0.09 -0.3610
C -5.32 1.02 -1.01 -0.0327
C -4.56 1.85 -1.84 -0.0035
C -3.20 1.84 -1.62 0.0084
C -2.59 1.03 -0.65 -0.1313
N -3.31 0.22 0.12 0.1007
C -7.11 -1.48 0.18 -0.6848
F -8.11 -0.63 0.39 0.1572
F -7.40 -2.62 0.78 0.1650
F -6.92 -1.71 -1.10 0.1823
H -4.19 -2.44 0.74 0.1415
H -6.40 0.99 -1.10 0.1157
H -5.02 2.46 -2.59 0.1273
H -2.56 2.48 -2.21 0.1248
H -1.51 1.04 -0.53 -0.0371
Cl 2.49 3.81 0.13 0.5447
C 2.02 3.09 1.68 -0.6504
C 1.59 1.66 1.53 -0.6181
Cl 0.06 1.51 0.62 0.6397
H 1.23 3.71 2.11 0.0683
H 2.88 3.14 2.34 0.0782
H 1.42 1.21 2.51 0.0790
H 2.33 1.07 1.01 0.0063
Cl 3.46 0.45 -1.26 0.5475
C 3.49 0.50 -3.04 -0.6480
C 2.82 1.74 -3.57 -0.6460
Cl 1.05 1.73 -3.29 0.5116
H 3.01 -0.40 -3.40 0.0682
H 4.53 0.49 -3.34 0.0707
H 2.96 1.80 -4.65 0.0754
H 3.22 2.64 -3.12 0.0644
Cl 6.16 -2.30 -2.24 0.5310
C 5.79 -3.24 -0.76 -0.6965
C 4.55 -4.07 -0.92 -0.6514
Cl 3.08 -3.07 -1.03 0.5179
H 5.70 -2.54 0.07 0.0682
H 6.65 -3.88 -0.57 -0.0238
H 4.43 -4.72 -0.05 0.0731
H 4.60 -4.69 -1.81 0.0691
Cl -7.32 4.05 1.13 0.5325
C -8.00 3.24 2.57 -0.6613
C -9.24 2.45 2.25 -0.6813
Cl -10.61 3.50 1.82 0.5688
H -8.20 4.00 3.32 0.0731
H -7.23 2.57 2.96 0.0580
H -9.55 1.87 3.12 0.0761
H -9.08 1.76 1.42 0.0452
Cl 9.16 -1.38 -0.02 0.5502
C 9.97 -2.34 1.24 -0.6588
C 9.94 -3.81 0.93 -0.6321
Cl 8.29 -4.48 1.04 0.5960
H 9.49 -2.12 2.19 0.0683
H 11.00 -2.00 1.29 0.0750
H 10.55 -4.36 1.66 0.0748
H 10.32 -4.02 -0.06 0.0727